Formula: C47H50CaCl2Ge2NO4P2S4
Source: the Open Molecules 2025 dataset
Level of theory: ωB97M-V/def2-TZVPD

Kohn-Sham gap (spin up / spin down) (eV): 6.02 / 5.36
Expectation value of S²: 0.76
Energy above the lowest of the compared OMol25 structures with the same formula, charge and spin (eV): 1.048
LUMO energy (spin up / spin down) (eV): -0.15 / -0.94
Calculated total energy (eV): -277671.1224

```
! RIJCOSX wB97M-V def2-TZVPD def2/J DEFGRID3
* xyz 0 2
H 0.126 -4.940 -0.101
C 6.276 -2.338 -0.029
H 6.298 1.052 -0.144
H 6.890 -3.191 -0.292
H -3.024 -2.082 1.566
C 0.217 -3.548 -1.744
C -1.490 0.853 3.850
H -1.848 -6.158 -3.698
H 4.960 -4.957 -2.871
C -4.190 1.988 -1.910
H -4.966 -1.357 1.019
C 1.768 -2.528 4.085
H 2.192 -3.775 0.720
H -2.667 6.820 -1.328
H -3.231 4.830 1.318
H 2.962 -0.458 -2.338
C 1.918 -3.060 5.355
H -3.306 -0.141 -1.989
C 6.727 -1.046 -0.283
C 4.241 -1.436 0.891
C -4.278 1.899 -4.325
C -4.908 1.800 -3.090
H 1.210 5.287 -1.437
C -2.556 -1.925 0.592
H 3.300 -3.792 6.826
H -5.335 0.617 2.789
C 3.415 -1.437 -2.449
H -3.163 -1.878 -2.370
C 2.805 -2.537 -1.858
C 5.039 -2.534 0.562
H -4.836 1.759 -5.243
C -0.166 -3.288 -3.060
Ge -1.685 2.488 -0.235
H 5.046 -2.416 3.178
H -3.454 0.554 1.213
H -1.262 5.617 1.835
C 1.651 -2.825 0.747
Cl 1.484 1.874 -2.454
C -0.640 5.849 0.967
N -3.373 -1.413 -0.329
C 4.306 -3.151 5.046
O 1.925 -0.257 1.696
O -1.349 -2.145 0.404
P 2.642 -1.592 1.670
H 0.261 4.529 -2.751
C -2.883 -1.091 -1.665
H -4.724 1.927 -0.968
H 3.706 2.215 -1.784
Ca 0.166 0.460 0.622
C -0.881 -5.685 -1.842
H -2.793 5.469 -2.480
O -3.311 2.860 6.534
H 4.693 -3.545 0.756
C -2.215 2.391 -3.179
H -1.164 -6.616 -1.367
Ge -1.188 4.851 -0.625
C -4.737 3.932 2.520
H -5.415 -1.837 -0.629
C 5.940 0.047 0.047
H -1.160 2.642 -3.247
C 3.185 -3.378 5.832
P 1.252 -2.322 -0.954
C 4.586 -1.602 -3.184
C 4.533 -3.969 -2.747
S -2.683 0.736 5.101
S -1.206 -0.537 2.922
H 4.069 0.703 0.895
S 0.350 2.498 2.616
C -2.818 2.280 -1.914
C 4.691 -0.143 0.629
O 0.781 -0.881 -1.050
H 0.390 5.587 1.218
C -4.779 -1.177 -0.037
C -3.193 2.684 1.093
H -6.165 2.789 3.652
H 5.294 -3.380 5.426
H 7.697 -0.897 -0.742
H 2.880 -4.679 -1.592
H -1.804 -1.004 -1.638
S -1.441 3.394 4.750
C -2.750 5.732 -1.419
C -4.883 1.544 2.452
H -3.683 5.404 -0.955
C 4.165 -2.614 3.773
C -2.628 2.432 5.644
H 0.779 -2.243 3.739
C -0.143 -4.745 -1.134
H 2.842 3.754 -2.110
C -2.922 2.202 -4.364
C -3.821 1.518 1.554
C 2.784 2.771 -1.665
H 0.112 -2.354 -3.536
H 5.057 -0.742 -3.646
Cl 2.495 2.980 0.067
H 6.052 -2.989 -3.908
H 0.035 6.239 -2.358
H -2.416 2.303 -5.319
C -1.266 -5.425 -3.151
C 0.235 5.250 -1.930
H -0.694 6.924 0.766
C 2.895 -2.311 3.283
H -5.972 1.590 -3.043
C -0.911 -4.227 -3.758
C -0.868 2.125 3.696
C -5.348 2.759 2.941
H 1.045 -3.214 5.977
H -5.078 4.886 2.906
C 3.367 -3.806 -2.016
H 0.715 -2.944 1.303
C 5.144 -2.863 -3.332
H -1.214 -4.023 -4.778
H -5.031 -0.141 -0.263
C -3.679 3.891 1.613
*
```

These are the Mulliken partial charges, in e, on atoms 1 to 4: 0.430, -0.705, 0.457, 0.462